[1]
The following is a DFT calculation (ωB97M-V/def2-TZVPD) of a cluster of 7 separate species, C44H41F2NO26Si in total.

The geometry in XYZ format:
```
115
Properties=species:S:1:pos:R:3:forces:R:3
C -1.17903 3.30492 2.49339 -0.01 0.07 -0.25
C -0.91857 3.76231 1.04811 -0.10 0.09 0.49
C -0.91088 2.65302 0.02442 -1.40 0.81 1.57
O 0.08933 2.35601 -0.50714 2.53 -0.81 -1.22
O -2.05114 2.00248 -0.36316 -0.13 -0.19 0.23
C -2.64233 1.17719 0.65350 -1.27 0.55 0.73
C -3.45975 0.01954 0.06872 0.87 0.37 -0.11
Si -3.28687 -0.28237 -1.79197 -0.42 -0.87 -0.77
N -4.71268 -1.20105 -2.28615 0.83 0.90 0.41
F -3.33902 1.06258 -2.67710 -0.08 -0.03 0.32
C -1.80431 -1.30860 -2.29112 0.04 -0.26 0.69
C -0.87208 -1.77428 -1.13790 0.30 -0.21 -0.46
C -0.77082 -3.29155 -1.04805 -0.60 -0.09 0.22
F 0.51246 -3.67803 -0.66788 0.22 -0.05 -0.03
H -2.20206 2.97284 2.64664 0.00 -0.02 0.12
H -0.97366 4.12250 3.18263 -0.08 0.08 -0.06
H -0.48885 2.49882 2.74572 -0.09 -0.10 0.07
H 0.09290 4.16284 1.04020 0.08 -0.05 -0.23
H -1.55422 4.60366 0.76323 -0.17 -0.66 -0.04
H -3.33439 1.80936 1.22159 0.08 0.01 -0.02
H -1.89851 0.85914 1.38498 0.25 -0.24 -0.34
H -4.51674 0.11628 0.31297 -0.05 0.20 -0.11
H -3.13350 -0.88772 0.58535 -0.09 -0.18 -0.24
H -5.54321 -0.69561 -1.99251 -0.21 -0.43 -0.02
H -4.65595 -2.11488 -1.84777 -0.43 -0.07 -0.20
H -2.17943 -2.20938 -2.78224 -0.32 0.15 -0.05
H -1.20678 -0.80404 -3.04631 -0.05 0.23 0.05
H -1.15090 -1.40997 -0.14895 0.03 0.26 -0.08
H 0.13050 -1.40846 -1.35836 0.06 0.07 0.18
H -1.43327 -3.70599 -0.28231 -0.10 0.10 0.01
H -1.03550 -3.79461 -1.97873 0.34 0.07 -0.17
C 3.47675 -7.46791 -0.09003 0.21 -0.02 -0.39
C 2.30427 -6.89475 -0.38819 0.25 0.16 0.36
C 1.47981 -7.35442 -1.55418 -0.04 -0.35 -0.41
O 0.41184 -6.81246 -1.76983 0.03 0.15 0.22
C 2.00403 -8.43623 -2.38176 -0.20 0.18 0.04
C 3.17717 -9.00377 -2.08145 -0.26 -0.16 -0.41
C 3.98713 -8.56089 -0.89993 0.03 0.44 0.55
O 5.03993 -9.13301 -0.66995 -0.03 -0.23 -0.26
O 3.69700 -9.99332 -2.80813 0.25 0.09 0.32
O 1.80222 -5.89258 0.32601 -0.23 -0.36 -0.29
H 4.07542 -7.14678 0.74376 -0.01 0.09 -0.02
H 1.41072 -8.74908 -3.22939 0.02 -0.02 0.00
H 4.54387 -10.22182 -2.37768 -0.03 -0.01 -0.03
H 0.95385 -5.65589 -0.09843 0.09 0.29 0.03
C -0.60736 8.28327 2.04745 -0.08 -0.26 -0.05
C -0.41546 9.60466 1.98431 0.27 -0.31 0.26
C -1.28099 10.48854 1.13908 -0.45 0.04 -0.38
O -1.06587 11.68554 1.13983 0.26 -0.03 0.20
C -2.33841 9.86579 0.35216 0.14 0.22 0.09
C -2.53018 8.54288 0.41106 -0.30 0.26 -0.31
C -1.67925 7.66535 1.27876 0.42 0.05 0.32
O -1.90998 6.46893 1.30847 -0.35 0.50 -0.07
O -3.48199 7.93141 -0.29186 0.24 -0.28 0.27
O 0.55480 10.22512 2.66725 -0.58 0.18 -0.57
H 0.00933 7.63779 2.65594 0.01 0.03 0.04
H -2.94547 10.51088 -0.26701 -0.01 -0.02 0.00
H -3.41251 6.98222 -0.07322 -0.06 0.03 -0.06
H 0.46805 11.17337 2.44253 0.08 0.01 0.08
C 2.96109 10.03705 6.69290 0.01 -0.06 0.29
C 2.46617 9.50658 5.56588 0.30 0.54 -0.03
C 1.83264 8.14517 5.55327 -0.09 -0.44 0.36
O 1.38395 7.71655 4.50581 0.10 0.20 -0.17
C 1.78943 7.39421 6.79980 -0.07 0.02 -0.28
C 2.28682 7.92545 7.92319 -0.20 -0.48 0.00
C 2.89675 9.29544 7.94389 0.16 0.54 -0.35
O 3.31532 9.72912 9.00077 -0.07 -0.28 0.17
O 2.27132 7.27649 9.08368 0.18 0.39 0.05
O 2.50749 10.15207 4.40485 0.02 -0.69 0.16
H 3.41817 11.01607 6.71713 -0.01 0.00 -0.03
H 1.34635 6.40865 6.77372 0.00 0.00 0.03
H 2.68729 7.87877 9.73188 -0.03 -0.05 0.01
H 2.08137 9.56314 3.74529 -0.02 0.34 0.07
C 3.76664 -7.91458 4.36220 -0.02 -0.08 -0.26
C 4.34809 -7.82260 5.56428 -0.42 0.24 -0.11
C 5.62306 -8.54766 5.88094 0.45 -0.41 -0.23
O 6.11185 -8.40873 6.98644 -0.25 0.19 0.11
C 6.21172 -9.38716 4.84598 -0.01 0.12 0.27
C 5.62890 -9.48147 3.64401 0.48 -0.29 0.06
C 4.36837 -8.73724 3.32181 -0.38 0.31 0.26
O 3.89825 -8.85394 2.20553 0.12 -0.40 0.25
O 6.12907 -10.23336 2.66724 -0.43 0.23 -0.09
O 3.83636 -7.08675 6.54802 0.36 -0.19 0.12
H 2.84897 -7.39595 4.12152 0.01 0.02 0.02
H 7.12153 -9.91681 5.09041 0.00 0.00 -0.03
H 5.52838 -10.12226 1.90212 0.13 0.02 -0.07
H 4.44730 -7.19055 7.30395 -0.04 0.03 -0.01
C -4.09413 -3.27251 -5.65694 0.09 -0.03 0.26
C -4.62601 -3.65420 -6.82462 0.27 0.42 0.05
C -5.41308 -4.92454 -6.95396 -0.20 -0.48 0.28
O -5.88776 -5.20915 -8.03680 0.13 0.25 -0.13
C -5.56700 -5.76121 -5.76965 -0.06 0.04 -0.26
C -5.03216 -5.38035 -4.60432 -0.26 -0.42 -0.02
C -4.26818 -4.09709 -4.47139 0.19 0.53 -0.34
O -3.81986 -3.79281 -3.38072 -0.06 -0.53 0.19
O -5.14446 -6.11270 -3.49680 0.21 0.37 0.08
O -4.49237 -2.93492 -7.93570 -0.24 -0.36 -0.08
H -3.52807 -2.35773 -5.55005 -0.04 0.02 -0.01
H -6.12132 -6.68272 -5.87788 0.00 0.00 0.02
H -4.67253 -5.61690 -2.80011 -0.02 -0.06 -0.01
H -4.96898 -3.42744 -8.63235 0.02 0.06 0.00
C -0.05528 3.99418 -4.84255 0.16 -0.01 -0.27
C -0.17461 3.09843 -3.84886 -0.31 0.58 0.06
C 0.41067 1.71520 -3.97269 0.23 -0.25 -0.34
O 0.29609 0.93499 -3.05095 -0.17 0.11 0.07
C 1.09197 1.36845 -5.21740 -0.07 -0.02 0.23
C 1.20279 2.26754 -6.20017 0.20 -0.49 -0.07
C 0.64361 3.65022 -6.06864 -0.33 0.45 0.37
O 0.79398 4.42785 -6.99536 0.15 -0.22 -0.20
O 1.81392 1.99297 -7.35299 -0.13 0.39 -0.01
O -0.81125 3.39784 -2.72328 0.14 -0.65 -0.41
H -0.46788 4.99038 -4.76995 -0.01 -0.01 0.04
H 1.49325 0.36822 -5.30279 0.01 0.01 0.00
H 1.75533 2.81102 -7.88462 0.02 -0.04 0.01
H -0.76883 2.60158 -2.14436 0.11 0.17 -0.31
```
Positions in Å, forces in eV/Å.

* LUMO: -1.84 eV
* highest occupied orbital energy: -9.26 eV
* orbital gap: 7.417 eV
* spin multiplicity: 1

Atom charges from the Löwdin analysis, given in e for atoms 1 to 99: C -0.076; C -0.129; C -0.500; O 0.156; O -0.038; C -0.221; C -0.179; Si 0.437; N -0.044; F -0.109; C -0.194; C -0.195; C -0.196; F -0.062; H 0.061; H 0.073; H 0.084; H 0.123; H 0.088; H 0.113; H 0.124; H 0.074; H 0.076; H 0.028; H 0.017; H 0.043; H 0.059; H 0.085; H 0.112; H 0.121; H 0.112; C 0.053; C -0.225; C -0.307; O 0.107; C 0.075; C -0.236; C -0.311; O 0.096; O 0.109; O 0.108; H 0.122; H 0.134; H 0.119; H 0.092; C 0.090; C -0.208; C -0.309; O 0.118; C 0.080; C -0.232; C -0.280; O 0.089; O 0.119; O 0.087; H 0.114; H 0.138; H 0.123; H 0.133; C 0.076; C -0.229; C -0.299; O 0.098; C 0.076; C -0.238; C -0.317; O 0.110; O 0.116; O 0.100; H 0.136; H 0.135; H 0.123; H 0.095; C 0.081; C -0.238; C -0.316; O 0.109; C 0.076; C -0.231; C -0.294; O 0.092; O 0.120; O 0.114; H 0.137; H 0.136; H 0.114; H 0.121; C 0.084; C -0.235; C -0.314; O 0.112; C 0.077; C -0.234; C -0.299; O 0.072; O 0.114; O 0.117; H 0.138; H 0.136

[2]
The following is a DFT calculation (ωB97M-V/def2-TZVPD) of a structure of composition C44H41N7O6PSTi.

The geometry in XYZ format:
```
101
Properties=species:S:1:pos:R:3:forces:R:3
Ti -0.31815 0.54140 0.40398 -0.26 -0.09 0.50
C 2.75536 -2.35581 -3.40071 -0.03 -0.08 0.02
C 2.55244 -3.84048 -3.24439 0.01 0.06 0.04
C 3.21544 -4.71721 -4.09756 -0.02 -0.03 0.02
C 3.08109 -6.09307 -3.97203 -0.02 0.05 0.01
C 2.25482 -6.60642 -2.98654 0.00 -0.04 -0.02
C 1.57565 -5.74490 -2.13552 -0.04 0.06 -0.03
C 1.71013 -4.36089 -2.24207 0.13 -0.04 0.06
P 0.91038 -3.15419 -1.08712 -0.04 0.00 -0.10
C 0.18142 -4.30101 0.17727 0.03 0.09 0.16
C 1.22541 -4.84460 0.94329 -0.03 0.06 -0.04
C 1.00669 -5.64748 2.04611 0.04 0.02 0.00
C -0.29830 -5.91031 2.43467 0.00 -0.02 0.01
C -1.34100 -5.37912 1.69869 -0.02 -0.01 -0.01
C -1.14094 -4.57552 0.57092 0.08 -0.04 -0.11
C -2.37514 -4.08994 -0.14612 0.11 0.07 0.04
C -0.38684 -2.52481 -2.22585 -0.01 0.24 0.17
C -1.07838 -3.41846 -3.04267 -0.08 0.03 -0.02
C -2.05450 -2.99896 -3.92889 0.01 -0.11 0.00
C -2.31933 -1.64107 -4.02631 -0.05 0.08 -0.02
C -1.59930 -0.73547 -3.26830 -0.03 0.07 -0.07
C -0.61346 -1.12840 -2.34419 -0.04 -0.10 -0.29
C 0.15094 -0.04947 -1.66755 0.30 -0.66 0.39
H 3.52995 -2.14406 -4.13749 0.00 -0.01 0.00
H 3.04810 -1.90779 -2.44700 -0.02 0.03 -0.01
H 1.83487 -1.86120 -3.71944 0.00 0.01 0.02
H 3.85584 -4.30908 -4.87218 0.00 0.00 0.03
H 3.62114 -6.75533 -4.63751 -0.02 0.01 -0.01
H 2.13567 -7.67817 -2.87700 -0.01 0.03 0.01
H 0.92963 -6.16300 -1.37403 0.01 0.02 0.03
H 2.24694 -4.61711 0.65316 0.01 0.04 0.06
H 1.84748 -6.03472 2.60996 -0.04 0.01 -0.03
H -0.50323 -6.51389 3.31091 0.00 0.00 -0.03
H -2.36197 -5.58679 2.00289 0.04 0.03 -0.01
H -3.25118 -4.24316 0.48556 0.02 0.02 -0.01
H -2.53285 -4.63884 -1.07317 0.00 -0.02 -0.08
H -2.31060 -3.03493 -0.39248 0.01 0.04 -0.05
H -0.83625 -4.47353 -2.98162 -0.02 -0.02 0.03
H -2.58553 -3.71292 -4.54713 0.02 0.01 0.04
H -3.07179 -1.28319 -4.72034 0.04 0.02 0.00
H -1.75836 0.32894 -3.42155 -0.02 -0.02 0.05
H -0.00222 0.88571 -2.20648 0.00 0.15 0.08
H 1.21225 -0.29253 -1.67510 -0.01 -0.11 -0.08
O 4.99573 -2.89635 3.19242 -0.01 0.05 -0.04
C 5.15331 -2.14927 1.99596 0.02 -0.03 0.05
C 3.91649 -1.36040 1.70658 -0.01 0.08 -0.07
C 3.88561 -0.55967 0.53263 0.06 -0.05 0.07
C 2.71662 0.04394 0.18716 -0.03 -0.15 -0.03
N 1.57546 -0.07445 0.90084 0.73 -0.63 0.21
C 1.66519 -0.64835 2.15220 0.04 0.28 0.00
C 2.82953 -1.35883 2.52445 0.02 -0.16 0.05
C 0.59064 -0.36415 3.03776 0.18 0.11 -0.11
C 0.75922 -0.34986 4.43788 -0.14 -0.20 0.15
C -0.19741 0.19896 5.24635 0.12 0.04 -0.06
C 0.04508 0.39163 6.72176 0.05 0.01 0.00
O 1.38947 0.74804 7.02544 -0.08 -0.09 0.00
C -1.38343 0.68667 4.64037 -0.02 -0.09 0.05
C -1.49810 0.63395 3.28121 -0.13 0.03 -0.04
N -0.54800 0.14750 2.46135 0.53 -0.21 0.39
H 5.79619 -3.40356 3.34139 0.05 -0.02 0.01
H 5.34827 -2.81048 1.14269 0.00 -0.04 0.01
H 6.00132 -1.45789 2.07107 0.04 0.00 0.04
H 4.76651 -0.44506 -0.08785 -0.06 0.02 0.01
H 2.66088 0.66345 -0.69768 -0.04 -0.05 -0.06
H 2.84315 -1.92622 3.44537 0.00 0.03 -0.05
H 1.69038 -0.70205 4.86359 -0.02 0.06 -0.01
H -0.14058 -0.53102 7.27409 -0.02 -0.03 0.00
H -0.65150 1.14750 7.09808 -0.01 0.02 0.02
H 1.64298 1.46405 6.43264 -0.02 0.02 -0.01
H -2.16797 1.14157 5.23148 0.02 0.02 -0.03
H -2.37733 1.03905 2.79974 0.00 0.14 -0.10
N -4.07681 -0.42873 1.38254 0.08 -0.01 -0.15
C -3.23625 -0.50879 0.32193 -0.08 -0.14 0.20
N -3.77177 -0.27467 -0.88646 0.10 0.01 -0.09
O -2.04866 -0.87854 0.47986 0.10 0.16 -0.11
H -4.95401 0.05407 1.29137 0.00 0.04 -0.01
H -3.67400 -0.52688 2.29583 0.05 0.01 0.05
H -4.51067 0.40978 -0.95478 -0.09 0.06 0.06
H -3.10403 -0.26758 -1.64156 0.09 0.02 -0.08
O -3.61976 6.69816 4.35933 -0.08 -0.01 0.01
C -2.52647 6.10230 4.89989 -0.05 -0.05 0.00
O -2.23986 6.34471 6.04095 0.11 0.01 0.11
C -1.75978 5.19866 4.00632 0.01 -0.03 -0.13
C -0.40802 4.98560 4.26985 0.03 0.04 0.08
C 0.36210 4.20677 3.43094 0.05 -0.08 -0.05
C -0.18322 3.58851 2.29142 -0.26 0.19 0.05
S 0.88375 2.66736 1.26201 0.06 -0.46 -0.08
C -1.55571 3.77317 2.06317 0.12 -0.05 0.01
C -2.32174 4.56639 2.89726 -0.04 0.00 0.09
H -3.67017 6.48825 3.42033 0.01 -0.01 -0.08
H 0.02189 5.45563 5.14607 0.03 -0.01 -0.03
H 1.41481 4.05197 3.63716 -0.02 0.04 0.01
H -2.02415 3.29771 1.21940 -0.02 -0.02 -0.05
H -3.38532 4.64914 2.68947 0.03 0.01 -0.06
O -1.48695 1.62978 -0.28755 -1.22 1.15 -0.70
N -1.29854 2.68208 -1.12376 -0.01 0.43 -0.45
C -2.46980 3.34561 -1.35835 -0.37 -0.16 0.21
C -3.68481 3.00075 -0.72884 0.11 0.00 -0.17
N -4.65877 2.64510 -0.20171 0.00 -0.06 0.05
C -2.45200 4.42110 -2.28145 -0.01 -0.06 0.02
N -2.46114 5.28881 -3.04498 0.01 -0.02 0.05
```
Positions in Å, forces in eV/Å.

* energy relative to the best compared isomer or geometry (same formula, charge and spin): 70.9 kJ/mol
* LUMO (alpha / beta): 1.99 / 1.79 eV
* highest occupied orbital energy (alpha / beta): -3.15 / -5.10 eV
* orbital gap (alpha / beta): 5.141 / 6.885 eV
* charge: -1
* spin multiplicity: 3

Atom charges from the Löwdin analysis, given in e for atoms 1 to 99: Ti 0.914; C -0.059; C -0.272; C -0.059; C -0.099; C -0.097; C -0.097; C -0.318; P 1.160; C -0.312; C -0.143; C -0.093; C -0.094; C -0.061; C -0.238; C -0.042; C -0.331; C -0.112; C -0.093; C -0.086; C -0.083; C -0.301; C -0.178; H 0.075; H 0.059; H 0.080; H 0.104; H 0.095; H 0.097; H 0.098; H 0.097; H 0.100; H 0.097; H 0.104; H 0.077; H 0.078; H 0.050; H 0.104; H 0.096; H 0.103; H 0.118; H 0.053; H 0.011; O -0.060; C -0.220; C -0.204; C -0.030; C -0.173; N -0.108; C -0.209; C 0.037; C -0.207; C 0.042; C -0.197; C -0.213; O -0.065; C -0.021; C -0.144; N -0.031; H 0.083; H 0.126; H 0.126; H 0.111; H 0.114; H 0.117; H 0.122; H 0.123; H 0.115; H 0.090; H 0.110; H 0.104; N 0.201; C -0.619; N 0.218; O -0.080; H 0.104; H 0.092; H 0.079; H 0.075; O 0.100; C -0.493; O 0.098; C -0.163; C -0.027; C -0.116; C -0.634; S 0.707; C -0.095; C -0.028; H 0.090; H 0.116; H 0.093; H 0.062; H 0.115; O -0.411; N -0.006; C -0.353; C -0.250; N 0.108

It is found that the energy values, taken in the order of the records, are -4201.557051 -4125.156059 hartree.
It is found that the largest force on an atom values, taken in the order of the records, are 2.9 1.8 eV Å⁻¹.